Entry from OMol25: a structure of composition F12K3N6Na3O24S12 (ωB97M-V/def2-TZVPD).

Values from the calculation:
Energy relative to the best compared isomer or geometry (same formula, charge and spin)   60.3 kcal per mole
Maximum force   9.79 eV Å⁻¹

```
! wB97M-V def2-TZVPD RIJCOSX def2/J DEFGRID3
* xyz 0 1
Na -17.6070 -12.5179 -18.0907
Na -21.4122 -9.3674 -21.5252
Na -19.6259 -10.2070 -19.2303
K -17.4521 -15.6422 -23.6315
K -15.1251 -9.3217 -21.9875
K -23.7544 -13.8062 -20.8246
N -22.1079 -10.4331 -19.3219
S -22.4270 -11.3322 -18.0590
O -23.2048 -12.4472 -18.4394
O -22.6261 -10.7216 -16.7996
F -20.8776 -11.8722 -17.8447
S -23.6424 -9.6764 -19.3410
O -23.7775 -8.6409 -18.3927
O -24.7535 -10.4901 -19.6584
F -23.5686 -8.9138 -20.7492
N -21.8877 -18.4976 -23.1319
S -21.4671 -17.4557 -22.0455
O -20.7670 -17.9623 -20.9163
O -22.1984 -16.2372 -21.8235
F -20.1703 -16.8571 -22.8877
S -23.2226 -19.0675 -22.2201
O -24.4227 -18.3265 -22.4284
O -22.9583 -19.7146 -20.9901
F -23.4806 -20.3096 -23.2029
N -23.6216 -15.8965 -16.4509
S -22.0886 -15.6407 -16.7408
O -21.8153 -14.5226 -17.5995
O -21.2168 -16.7699 -16.7442
F -21.6550 -15.0742 -15.2721
S -23.8595 -16.7605 -17.8862
O -23.5480 -18.1370 -17.7765
O -23.7334 -16.0675 -19.1282
F -25.4469 -16.8155 -17.6400
N -18.8543 -12.5159 -20.2514
S -19.7252 -13.7678 -20.4483
O -19.2236 -14.8664 -21.1659
O -21.1076 -13.4691 -20.4395
F -19.5602 -14.2699 -18.9614
S -18.7581 -12.0262 -21.8561
O -19.7794 -11.0747 -22.1583
O -18.2625 -12.9232 -22.8266
F -17.4984 -10.9676 -21.6694
N -15.8108 -16.9488 -18.9393
S -16.9547 -15.9066 -18.4238
O -18.3144 -16.1870 -18.6687
O -16.4521 -14.5360 -18.3337
F -16.8677 -16.3291 -16.8877
S -16.5732 -17.7933 -20.0507
O -16.9947 -16.9894 -21.1666
O -17.3746 -18.8496 -19.5743
F -15.2848 -18.5740 -20.5748
N -22.6199 -9.0910 -23.5149
S -23.1845 -10.7361 -23.7387
O -22.7718 -11.3940 -24.9233
O -24.4798 -11.1084 -23.2747
F -22.3237 -11.4698 -22.5732
S -24.0299 -8.4993 -24.0193
O -25.0591 -8.4049 -23.0540
O -24.3282 -8.9069 -25.3503
F -23.5337 -6.9891 -24.2227
*
```

Charges obtained by Mulliken population analysis, quoted in units of e:
1 Na 1.00
2 Na 1.01
3 Na 0.79
4 K 0.99
5 K 0.98
6 K 0.91
7 N -0.13
8 S 0.73
9 O -0.45
10 O -0.55
11 F -0.28
12 S 1.01
13 O -0.58
14 O -0.51
15 F -0.26
16 N -0.49
17 S 0.93
18 O -0.47
19 O -0.31
20 F -0.36
21 S 1.12
22 O -0.59
23 O -0.51
24 F -0.31
25 N -0.54
26 S 1.10
27 O -0.18
28 O -0.57
29 F -0.39
30 S 1.03
31 O -0.58
32 O -0.37
33 F -0.34
34 N -0.29
35 S 0.48
36 O -0.08
37 O 0.11
38 F -0.48
39 S 0.51
40 O -0.48
41 O -0.41
42 F -0.32
43 N -0.52
44 S 1.26
45 O -0.27
46 O -0.86
47 F -0.32
48 S 1.09
49 O -0.45
50 O -0.54
51 F -0.30
52 N -0.48
53 S 1.25
54 O -0.59
55 O -0.58
56 F -0.21
57 S 1.03
58 O -0.52
59 O -0.57
60 F -0.30

***

Entry from OMol25: a structure of composition F12K5N6O24S12 (ωB97M-V/def2-TZVPD).

Values from the calculation:
Maximum force   12.65 eV Å⁻¹
DFT total energy   -302336.4161 eV

```
! wB97M-V def2-TZVPD RIJCOSX def2/J DEFGRID3
* xyz -2 2
K -6.1908 -15.7232 3.5834
K -8.6990 -21.6806 1.7971
K -5.7335 -15.4692 -0.7847
K -10.6515 -20.9657 -0.9194
K -11.9012 -14.6998 1.0638
N -6.7082 -20.1386 6.4269
S -6.6667 -19.6283 4.8159
O -7.1707 -20.5240 3.8292
O -5.8531 -18.4984 4.4315
F -7.9752 -18.6704 5.0340
S -5.3511 -20.7331 6.3054
O -4.2476 -19.8430 6.6895
O -5.1756 -21.8536 5.3626
F -5.5313 -21.4950 7.6689
N -9.0427 -19.2267 0.5910
S -7.6270 -18.8142 0.1357
O -6.5854 -19.5895 0.8364
O -7.3185 -17.5256 -0.4193
F -7.8664 -19.5778 -1.2546
S -9.2224 -18.0018 1.7029
O -10.0830 -16.9631 1.1504
O -8.1326 -17.6776 2.6130
F -10.2208 -18.8372 2.6570
N -8.5569 -14.2772 3.5965
S -9.4431 -14.6719 4.6880
O -10.9139 -14.7435 4.3899
O -9.0702 -14.3399 6.0633
F -9.0736 -16.2090 4.6277
S -9.0510 -12.6484 3.6439
O -8.9250 -11.9051 4.8760
O -10.2300 -12.4276 2.8514
F -7.8870 -11.9940 2.7764
N -11.1260 -16.7158 -3.6215
S -11.2506 -17.0231 -2.2253
O -11.4681 -18.3445 -1.7228
O -11.6717 -15.9061 -1.4807
F -9.6336 -16.9154 -1.8532
S -12.8122 -16.6672 -3.9392
O -13.4814 -15.4137 -3.7318
O -13.5388 -17.8937 -3.7301
F -12.6849 -16.5341 -5.5894
N -11.4904 -22.3114 3.7828
S -12.0133 -23.6962 3.4139
O -11.8303 -24.0484 2.0227
O -13.2118 -24.2746 4.1020
F -10.7874 -24.4051 4.1429
S -12.6606 -21.4696 2.8410
O -14.0275 -21.7925 3.1148
O -12.2502 -21.2317 1.4719
F -12.6431 -20.0515 3.6259
N -3.2092 -23.2176 -0.0505
S -4.2301 -21.7377 -0.1234
O -5.0782 -21.5949 -1.2925
O -3.6889 -20.5399 0.4641
F -5.2524 -22.1372 1.0656
S -1.9848 -22.5447 -0.5410
O -1.2302 -21.8437 0.5439
O -1.9683 -21.9971 -1.8604
F -1.2046 -23.9876 -0.7091
*
```

Charges obtained by Mulliken population analysis, quoted in units of e:
1 K 0.79
2 K 0.94
3 K -0.60
4 K 1.03
5 K 0.95
6 N -0.26
7 S 0.94
8 O -0.33
9 O -0.61
10 F -0.31
11 S 1.10
12 O -0.65
13 O -0.58
14 F -0.31
15 N 0.05
16 S 1.23
17 O -0.57
18 O -0.05
19 F -0.37
20 S 0.60
21 O -0.44
22 O -0.34
23 F -0.22
24 N -0.07
25 S 0.89
26 O -0.65
27 O -0.63
28 F -0.10
29 S 0.95
30 O -0.54
31 O -0.57
32 F -0.26
33 N -0.23
34 S 0.74
35 O -0.44
36 O -0.53
37 F -0.32
38 S 1.13
39 O -0.56
40 O -0.55
41 F -0.31
42 N -0.22
43 S 1.03
44 O -0.59
45 O -0.62
46 F -0.28
47 S 1.05
48 O -0.58
49 O -0.47
50 F -0.25
51 N -0.32
52 S 1.10
53 O -0.57
54 O -0.51
55 F -0.20
56 S 1.06
57 O -0.60
58 O -0.59
59 F -0.34

***

Entry from OMol25: a structure of composition F16KN8Na2O32S16 (ωB97M-V/def2-TZVPD).

Values from the calculation:
Maximum force   13.03 eV Å⁻¹
DFT total energy   -319429.2452 eV

```
! wB97M-V def2-TZVPD RIJCOSX def2/J DEFGRID3
* xyz -4 2
Na 2.2030 0.5921 1.5317
Na -3.7636 1.5423 -1.1868
K -1.2427 2.6942 1.5976
N 2.3216 4.1507 -4.9505
S 3.0146 4.5765 -3.4840
O 3.8521 3.6849 -2.7239
O 2.2147 5.4688 -2.6498
F 4.1308 5.6146 -4.1156
S 2.5375 2.6587 -4.7747
O 1.5516 1.9988 -3.9433
O 3.8923 2.1421 -4.9285
F 1.8347 2.3327 -6.2206
N 5.0550 -1.6163 -0.5034
S 4.7522 0.0299 -0.9129
O 5.2031 0.5871 -2.2257
O 4.5154 0.9263 0.2019
F 3.2146 -0.2432 -1.2745
S 6.5357 -1.5133 -0.6201
O 7.2771 -0.6688 0.2563
O 6.9706 -1.5665 -2.0080
F 6.9659 -2.9939 -0.2268
N -6.7778 -2.4095 -1.1831
S -5.4915 -1.8154 -2.1535
O -4.9199 -0.5618 -1.7251
O -5.5417 -1.9536 -3.6122
F -4.3952 -2.8951 -1.6105
S -7.7780 -1.6722 -2.0208
O -8.4332 -2.4604 -3.0576
O -7.7346 -0.1687 -2.1373
F -8.9306 -1.8407 -0.8584
N 1.5396 2.9220 1.8981
S 1.9063 3.7931 2.9795
O 1.1416 5.0121 3.1679
O 3.2631 3.8143 3.4689
F 1.2076 2.7897 4.0697
S 2.0825 4.0326 0.6914
O 3.3558 4.7468 0.7524
O 1.0052 4.6147 -0.1269
F 2.5473 2.7954 -0.1758
N 2.3419 -4.0756 -0.2385
S 0.8550 -3.9443 -0.3536
O 0.1130 -3.9551 0.9159
O 0.1698 -4.2220 -1.6135
F 1.0197 -2.3438 -0.4879
S 2.1720 -5.8361 -0.1599
O 1.9452 -6.5882 -1.4237
O 1.5844 -6.3677 1.1086
F 3.7478 -6.0669 0.1720
N -6.5876 -0.2642 1.9283
S -6.1070 1.1384 1.7660
O -6.5317 2.2996 2.5659
O -5.7127 1.3543 0.3973
F -4.6964 0.8129 2.3934
S -8.2583 0.1879 1.9242
O -8.7300 0.8790 0.6980
O -8.9537 0.4565 3.1982
F -8.7474 -1.3374 1.6678
N 2.9217 -1.2211 3.0784
S 2.0379 -1.9067 4.1240
O 1.9944 -1.4205 5.5210
O 1.7430 -3.3300 3.8080
F 0.7453 -1.0587 3.6768
S 4.2638 -0.9568 4.0566
O 4.7224 -2.0492 4.9028
O 4.5653 0.4428 4.3075
F 5.1757 -1.2447 2.7362
N -1.7147 0.8256 -0.4628
S -0.2507 0.8457 -1.2892
O -0.3242 0.1068 -2.5386
O 0.9520 0.8775 -0.5199
F -0.3858 2.3145 -1.8284
S -1.6047 -0.5785 -0.0299
O -0.7317 -0.7817 1.1267
O -1.7775 -1.6660 -0.9706
F -3.0385 -0.4667 0.6375
*
```

Charges obtained by Mulliken population analysis, quoted in units of e:
1 Na 1.01
2 Na 1.00
3 K 0.72
4 N -0.47
5 S 1.11
6 O -0.42
7 O -0.65
8 F -0.37
9 S 1.09
10 O -0.35
11 O -0.59
12 F -0.39
13 N 0.05
14 S 0.96
15 O -0.56
16 O -0.51
17 F -0.30
18 S 0.96
19 O -0.60
20 O -0.68
21 F -0.32
22 N -0.25
23 S 1.01
24 O -0.40
25 O -0.59
26 F -0.27
27 S 1.07
28 O -0.69
29 O -0.56
30 F -0.33
31 N 0.26
32 S 0.82
33 O -0.69
34 O -0.61
35 F -0.37
36 S 0.78
37 O -0.57
38 O -0.55
39 F -0.03
40 N 0.24
41 S 0.84
42 O -0.29
43 O -0.45
44 F -0.07
45 S 1.02
46 O -0.53
47 O -0.51
48 F -0.24
49 N -0.20
50 S 1.02
51 O -0.63
52 O -0.50
53 F -0.30
54 S 1.04
55 O -0.52
56 O -0.62
57 F -0.27
58 N 0.08
59 S 0.82
60 O -0.64
61 O -0.62
62 F -0.23
63 S 0.93
64 O -0.57
65 O -0.58
66 F -0.23
67 N -0.31
68 S 0.61
69 O -0.53
70 O 0.21
71 F -0.30
72 S 0.89
73 O -0.47
74 O -0.61
75 F -0.21

***

Entry from OMol25: a structure of composition F18InNO3P3 (ωB97M-V/def2-TZVPD).

Values from the calculation:
Maximum force   4.29 eV Å⁻¹
DFT total energy   -89603.1337 eV

```
! wB97M-V def2-TZVPD RIJCOSX def2/J DEFGRID3
* xyz -2 2
In 14.8902 -16.1773 -11.3919
N 15.7856 -13.9504 -8.8939
O 16.4221 -14.9664 -8.8822
O 15.7128 -13.2709 -7.8659
O 15.0097 -13.7298 -9.8000
P 17.2281 -13.7526 -12.9757
F 16.7888 -15.2265 -13.4804
F 18.7362 -14.2057 -13.5290
F 16.8880 -13.2010 -14.4408
F 17.7190 -12.3139 -12.4650
F 15.6695 -13.5148 -12.5774
F 17.4077 -14.5042 -11.6038
P 14.2124 -17.1466 -14.9380
F 13.2420 -17.0948 -13.7318
F 14.5305 -15.5633 -14.5885
F 15.3831 -17.3756 -13.8144
F 15.3024 -17.0990 -16.1550
F 14.0001 -18.7209 -15.1106
F 12.9761 -16.6543 -15.8679
P 12.6280 -18.9762 -10.7037
F 13.1282 -20.5224 -10.3953
F 13.8360 -18.9186 -11.7564
F 11.6407 -19.4278 -11.9487
F 12.2076 -17.4414 -11.1048
F 11.3404 -19.0835 -9.6440
F 13.6316 -18.3919 -9.5298
*
```

Charges obtained by Mulliken population analysis, quoted in units of e:
1 In 1.19
2 N 1.22
3 O -0.49
4 O -0.58
5 O -0.36
6 P 1.13
7 F -0.28
8 F -0.42
9 F -0.38
10 F -0.36
11 F -0.34
12 F -0.33
13 P 1.12
14 F -0.29
15 F -0.33
16 F -0.35
17 F -0.38
18 F -0.38
19 F -0.40
20 P 1.20
21 F -0.40
22 F -0.33
23 F -0.39
24 F -0.33
25 F -0.38
26 F -0.36

***

Entry from OMol25: an isolated molecule of F2 (ωB97M-V/def2-TZVPD).

Values from the calculation:
SMILES   FF
Energy relative to the best compared isomer or geometry (same formula, charge and spin)   0.2 kcal per mole
Maximum force   0.72 eV Å⁻¹

```
! wB97M-V def2-TZVPD RIJCOSX def2/J DEFGRID3
* xyz 0 1
F -0.5844 -0.3844 0.0194
F 0.5844 0.3844 -0.0194
*
```

Charges obtained by Mulliken population analysis, quoted in units of e:
1 F 0.00
2 F 0.00

***

Entry from OMol25: a structure of composition F2H2NO9PS2Tl (ωB97M-V/def2-TZVPD).

Values from the calculation:
Energy relative to the best compared isomer or geometry (same formula, charge and spin)   39.8 kcal per mole
Maximum force   4.57 eV Å⁻¹

```
! wB97M-V def2-TZVPD RIJCOSX def2/J DEFGRID3
* xyz -1 1
Tl -1.3643 1.2367 1.0215
N 0.8176 0.0748 -0.4610
S 2.4017 0.1532 -0.4087
O 3.1213 0.8805 -1.4227
O 2.9398 -1.0921 0.0998
F 2.4331 1.1621 0.8506
S 0.8187 -0.6759 -1.9854
O 1.0871 -2.0878 -1.9396
O 1.1806 0.0714 -3.1594
F -0.7974 -0.5274 -2.1133
P -1.7843 -1.2944 3.1828
O -1.7767 -2.8239 3.1415
O -2.0140 -1.0375 4.6610
O -2.8160 -0.8745 2.1156
O -0.4042 -0.7919 2.6731
O -1.2435 2.3668 -1.7365
H -1.8844 2.1699 -2.4279
H -0.7150 3.0897 -2.0913
*
```

Charges obtained by Mulliken population analysis, quoted in units of e:
1 Tl 0.83
2 N -0.08
3 S 0.98
4 O -0.58
5 O -0.59
6 F -0.30
7 S 1.03
8 O -0.57
9 O -0.56
10 F -0.32
11 P 0.97
12 O -0.36
13 O -0.46
14 O -0.59
15 O -0.44
16 O -0.51
17 H 0.28
18 H 0.27

***

Entry from OMol25: an isolated molecule of F2H3N2OP (ωB97M-V/def2-TZVPD).

Values from the calculation:
SMILES   ONNP(F)F
Energy relative to the best compared isomer or geometry (same formula, charge and spin)   71.0 kcal per mole
Maximum force   4.25 eV Å⁻¹

```
! wB97M-V def2-TZVPD RIJCOSX def2/J DEFGRID3
* xyz 0 1
O 1.5150 -0.8599 -0.4653
N 0.8943 -0.0526 0.5403
N -0.1185 0.6793 0.0158
P -1.5279 -0.0759 -0.5993
F -2.4486 1.1370 -0.0325
F -1.5315 -1.1045 0.6781
H 2.4126 -0.4826 -0.6190
H 0.4334 -0.6238 1.1311
H 0.3712 1.3831 -0.6491
*
```

Charges obtained by Mulliken population analysis, quoted in units of e:
1 O -0.43
2 N -0.38
3 N -0.09
4 P 0.49
5 F -0.25
6 F -0.29
7 H 0.35
8 H 0.33
9 H 0.28

***

Entry from OMol25: a cluster of 2 separate species, F2H3N2PS in total (ωB97M-V/def2-TZVPD).

Values from the calculation:
Energy relative to the best compared isomer or geometry (same formula, charge and spin)   79.1 kcal per mole
Maximum force   2.74 eV Å⁻¹

```
! wB97M-V def2-TZVPD RIJCOSX def2/J DEFGRID3
* xyz 0 1
N 0.5042 -0.5991 -1.3621
N 0.2651 0.5228 -0.5900
F -1.7978 -0.5202 0.3236
F 1.1465 -0.8770 2.2912
P -0.6662 0.5251 0.8276
S -1.3707 2.1778 1.5267
H 1.1847 -1.2396 -0.9577
H -0.3671 -1.0846 -1.5590
H 1.1013 1.0948 -0.5003
*
```

Charges obtained by Mulliken population analysis, quoted in units of e:
1 N -0.53
2 N -0.08
3 F -0.23
4 F -0.63
5 P 0.81
6 S -0.20
7 H 0.29
8 H 0.28
9 H 0.30